(1)
{"formula": "C9H23BFN2O4", "method": "wB97M-V/def2-TZVPD", "homo_lumo_gap_ha": 0.2848, "fmax_ha_per_bohr": 0.012, "charge": -1, "homo_energy_ha": -0.1738, "symbols": ["F", "O", "O", "O", "O", "N", "N", "C", "C", "C", "C", "C", "C", "C", "C", "C", "B", "H", "H", "H", "H", "H", "H", "H", "H", "H", "H", "H", "H", "H", "H", "H", "H", "H", "H", "H", "H", "H", "H", "H"], "coordinates": [[0.4876, 2.2686, -3.2144], [-0.5098, 2.0741, -0.7901], [0.6703, 0.1014, -1.1456], [0.4103, 0.0150, -3.4681], [0.0351, -0.9033, 2.8482], [-1.3838, 1.1728, -5.2052], [1.6589, -2.7402, 1.2288], [-1.4097, 2.0324, 0.3044], [-1.5848, 1.3025, -3.7638], [-0.2778, 1.0922, -3.0136], [3.0144, -2.0237, 3.1198], [-0.4346, 0.8720, -1.5022], [-2.8772, 2.2137, -0.1255], [2.2324, -1.5686, 1.8905], [1.2120, -0.4669, 2.1705], [0.1335, -0.9851, 4.2472], [0.6716, -0.8937, -2.2547], [1.7006, -1.5400, -2.3341], [2.9414, -1.1268, 1.1837], [2.4074, -2.6666, 3.7604], [0.5390, -1.9444, 4.5864], [-0.3089, -1.6692, -2.1314], [-1.1455, 0.2095, -5.4138], [-2.9556, 2.1189, -1.2121], [-3.2659, 3.1988, 0.1536], [1.2703, -2.4553, 0.3319], [-3.5266, 1.4538, 0.3219], [-0.8725, -0.8747, 4.6562], [-2.2504, 1.3803, -5.6877], [3.3550, -1.1720, 3.7136], [1.6739, 0.3533, 2.7408], [-1.1034, 2.8508, 0.9655], [-1.2897, 1.1019, 0.8674], [3.8865, -2.6021, 2.8130], [0.8680, -3.0738, 1.7718], [-1.3601, 0.2774, -1.3608], [0.8904, -0.0776, 1.2077], [-1.9650, 2.3077, -3.5518], [-2.3024, 0.5704, -3.3569], [0.7650, -0.1832, 4.6483]], "forces_ev_per_angstrom": [[0.016, -0.068, -0.001], [-0.199, 0.082, 0.139], [-0.531, 0.045, 0.079], [-0.187, -0.196, 0.223], [0.020, 0.001, -0.028], [-0.214, 0.000, -0.037], [-0.085, 0.089, -0.114], [0.062, 0.122, 0.014], [-0.111, 0.021, 0.074], [0.382, 0.048, -0.455], [0.044, -0.013, 0.000], [0.298, -0.193, 0.221], [-0.061, -0.033, 0.033], [0.075, -0.156, 0.066], [-0.033, 0.037, 0.029], [-0.010, 0.025, -0.020], [-0.076, -0.133, -0.161], [0.100, 0.209, -0.030], [0.003, 0.036, 0.007], [-0.005, 0.015, -0.009], [0.014, 0.023, 0.002], [0.085, 0.080, 0.013], [0.185, 0.065, 0.043], [0.014, -0.002, 0.123], [0.064, -0.106, -0.074], [0.068, -0.022, -0.038], [0.065, 0.116, -0.032], [0.010, -0.007, -0.003], [0.015, -0.039, 0.011], [-0.001, 0.001, 0.007], [0.018, -0.037, -0.019], [-0.046, -0.118, -0.078], [0.058, -0.052, -0.050], [-0.023, -0.018, -0.002], [0.005, 0.063, 0.037], [0.037, 0.092, 0.119], [-0.152, 0.035, -0.085], [0.065, -0.087, 0.037], [0.034, 0.072, -0.067], [-0.003, 0.002, 0.026]], "mulliken_charge": [-0.411, -0.394, -0.811, -0.841, -0.376, -0.710, -0.766, -0.053, -0.925, 1.506, -1.537, -0.465, -1.015, 0.371, 0.032, -0.694, 1.178, -0.339, 0.404, 0.281, 0.212, -0.352, 0.238, 0.226, 0.298, 0.279, 0.291, 0.262, 0.221, 0.336, 0.403, 0.437, 0.086, 0.374, 0.316, 0.197, -0.216, 0.336, 0.293, 0.328]}



(2)
{"formula": "C9H23ClNO5SSi", "method": "wB97M-V/def2-TZVPD", "homo_lumo_gap_ha": 0.3226, "fmax_ha_per_bohr": 0.028, "charge": -1, "homo_energy_ha": -0.2294, "symbols": ["Cl", "S", "Si", "O", "O", "O", "O", "O", "N", "C", "C", "C", "C", "C", "C", "C", "C", "C", "H", "H", "H", "H", "H", "H", "H", "H", "H", "H", "H", "H", "H", "H", "H", "H", "H", "H", "H", "H", "H", "H", "H"], "coordinates": [[-1.4382, -0.4276, 3.9717], [4.2459, -0.4725, -1.8852], [1.3659, -0.7540, -0.5177], [-1.8625, 0.5097, 2.9486], [-0.1296, -0.6167, -1.2362], [0.0038, -0.5734, 3.9001], [-2.0604, -1.7071, 3.7257], [-1.8087, 0.0666, 5.2710], [1.4576, -1.9966, 0.6939], [-2.3566, 1.0849, -1.0721], [-1.2649, -1.1956, -0.5702], [4.4467, 0.6487, 0.6876], [-3.5884, -0.7066, 0.1842], [4.2211, 0.9691, -0.7980], [-1.5528, 1.7405, 0.0722], [-1.7957, 1.4737, -2.4553], [-2.5533, -0.4371, -0.9304], [2.5862, -1.2339, -1.8782], [-1.4892, 1.1103, 0.9556], [3.9603, 1.3850, 1.3179], [-2.9915, -0.8333, -1.8444], [0.8787, -1.7859, 1.5099], [4.0153, -0.3190, 0.9002], [5.5110, 0.6263, 0.8839], [-1.3834, -2.2020, -0.9629], [-4.1874, -1.5852, -0.0374], [-4.2787, 0.1264, 0.2686], [3.3433, 1.5836, -0.9333], [-2.0614, 2.6567, 0.3498], [2.7549, -2.2972, -1.7486], [5.0557, 1.5743, -1.1356], [-3.3541, 1.5167, -1.0419], [2.4014, -2.0159, 1.0730], [-0.5609, 1.9874, -0.2891], [-3.1224, -0.8118, 1.1526], [-2.2256, 0.8126, -3.1996], [-2.0757, 2.5035, -2.6521], [-0.7214, 1.3722, -2.4343], [-1.1762, -1.2064, 0.5100], [1.6669, 0.5546, 0.0973], [2.1242, -1.1250, -2.8510]], "forces_ev_per_angstrom": [[0.284, 0.008, -0.113], [0.073, -0.093, -0.343], [-0.374, 0.090, -0.160], [-0.071, -0.039, 0.145], [0.635, -0.613, 0.721], [-0.024, -0.060, -0.082], [-0.062, -0.066, -0.015], [-0.062, 0.004, 0.037], [-0.135, 0.416, 0.184], [0.281, -0.049, -0.430], [-0.718, 0.382, -1.197], [-0.297, 0.057, -0.676], [-0.006, 0.004, -0.354], [0.213, 0.098, 0.483], [-0.463, -0.305, -0.534], [-0.325, -0.115, 0.919], [-0.142, 0.420, 1.066], [0.175, 0.334, 0.492], [0.054, 0.102, 0.019], [0.015, 0.144, 0.181], [0.229, 0.079, -0.376], [-0.078, -0.134, -0.083], [-0.010, -0.231, 0.323], [0.174, -0.147, 0.246], [0.114, -0.395, 0.369], [0.014, -0.280, 0.114], [-0.174, 0.152, -0.056], [-0.335, -0.056, -0.194], [0.102, 0.273, 0.232], [0.030, -0.270, 0.104], [0.156, 0.067, -0.302], [-0.308, -0.090, 0.039], [0.030, -0.267, -0.115], [0.287, 0.024, 0.138], [0.099, -0.113, 0.348], [0.020, 0.043, -0.387], [0.087, 0.222, -0.284], [0.274, -0.010, -0.302], [0.330, -0.009, 0.222], [0.019, 0.115, -0.172], [-0.112, 0.307, -0.211]], "mulliken_charge": [1.724, -0.157, 0.217, -0.700, -0.138, -0.687, -0.680, -0.718, -0.612, 0.326, -0.708, -0.888, -1.469, -0.573, -1.148, -1.523, 0.398, -0.663, 0.151, 0.278, 0.471, 0.263, 0.142, 0.374, 0.313, 0.396, 0.383, 0.350, 0.359, 0.391, 0.364, 0.634, 0.288, 0.225, 0.235, 0.351, 0.444, 0.198, 0.147, -0.167, 0.410]}



(3)
{"formula": "C9H23INbO", "method": "wB97M-V/def2-TZVPD", "homo_lumo_gap_ha": 0.2834, "fmax_ha_per_bohr": 0.049, "charge": -1, "homo_energy_ha": -0.1832, "symbols": ["I", "Nb", "O", "C", "C", "C", "C", "C", "C", "C", "C", "C", "H", "H", "H", "H", "H", "H", "H", "H", "H", "H", "H", "H", "H", "H", "H", "H", "H", "H", "H", "H", "H", "H", "H"], "coordinates": [[5.6657, 1.4051, 1.0682], [1.3606, -0.3712, -1.4942], [-0.2435, 0.7854, -1.1621], [-3.8415, -0.9593, 0.3329], [3.8474, 0.1198, 0.7487], [-1.9123, 0.3515, 2.1086], [-3.1820, 0.5584, -1.5444], [-2.6821, -0.1864, -0.3030], [-0.5071, 1.0768, 0.1980], [2.9160, 0.7443, -0.2486], [4.3757, -1.2679, 0.4600], [-1.9651, 0.7938, 0.6498], [1.7862, 0.5378, -3.0532], [-0.2701, 2.1348, 0.3699], [-1.4507, -0.6360, 2.1931], [-2.8977, 0.3208, 2.5753], [1.2920, -1.4580, 0.0110], [-4.7413, -0.3403, 0.4038], [3.4195, 0.1657, 1.7491], [0.3484, -1.7229, -2.2308], [-1.9508, -0.9202, -0.6504], [2.3325, 1.5229, 0.2602], [-2.5144, 1.7437, 0.6156], [2.6489, -1.4346, -2.1860], [-1.3053, 1.0524, 2.6889], [-4.1280, 1.0680, -1.3299], [-2.4567, 1.3015, -1.8701], [-4.0950, -1.8269, -0.2814], [0.1595, 0.5014, 0.8567], [3.5381, -1.9647, 0.5130], [-3.6087, -1.3356, 1.3280], [3.4824, 1.2547, -1.0352], [5.1386, -1.5675, 1.1796], [-3.3538, -0.1285, -2.3758], [4.7948, -1.3187, -0.5452]], "forces_ev_per_angstrom": [[0.010, 0.116, 0.072], [-1.524, 2.017, 0.276], [0.632, -0.397, -0.225], [-0.017, -0.029, -0.053], [-0.246, -0.016, 0.101], [0.029, 0.055, 0.060], [-0.025, 0.034, -0.016], [-0.016, -0.078, -0.019], [-0.040, 0.077, -0.065], [0.241, -0.657, 0.399], [0.123, 0.008, -0.088], [-0.077, 0.073, -0.141], [0.362, -0.275, -0.103], [-0.041, -0.011, 0.046], [-0.010, 0.003, 0.022], [-0.008, -0.024, -0.032], [0.330, -0.392, -0.218], [0.033, 0.038, 0.098], [0.022, -0.082, -0.026], [0.466, -0.186, 0.673], [0.118, 0.015, 0.147], [-0.064, 0.042, -0.120], [-0.046, -0.031, -0.046], [-0.080, -0.017, -0.279], [0.028, -0.028, -0.015], [0.024, 0.017, 0.035], [0.021, -0.078, -0.053], [-0.032, 0.068, -0.059], [-0.004, -0.051, -0.004], [-0.027, 0.032, -0.099], [0.033, -0.044, -0.015], [-0.146, -0.200, -0.281], [-0.018, 0.031, 0.012], [-0.029, -0.008, 0.013], [-0.021, -0.024, -0.001]], "mulliken_charge": [-0.177, -0.593, -0.762, -1.642, -0.137, -2.065, -1.584, 0.916, -0.638, -0.901, -1.204, 0.778, 0.003, 0.225, 0.418, 0.478, -0.031, 0.318, 0.359, 0.000, 0.096, 0.411, 0.230, 0.038, 0.443, 0.412, 0.342, 0.421, 0.497, 0.270, 0.406, 0.597, 0.405, 0.350, 0.321]}